1.
This record from the Open Molecules 2025 dataset describes one molecule with the formula C23H31N3O2. The level of theory is the ωB97M-V functional and the def2-TZVPD basis.

For the HOMO energy, the calculation gives -8.235 eV. As for the HOMO-LUMO gap: 8.59 eV.

Geometry as ORCA input:
```
! RIJCOSX wB97M-V def2-TZVPD def2/J DEFGRID3
* xyz 0 1
C 4.86632 0.88875 4.10099
H -3.83606 4.18058 -3.68291
C 1.30139 -0.20319 1.72248
N -2.31383 -0.10283 -4.23962
H 0.36041 0.90850 4.56552
C -3.87787 0.92435 -5.71935
C -4.65335 1.99499 -6.11815
H -0.24477 0.69714 0.52389
N -0.82651 -1.63493 -0.73954
C 0.15552 -3.47531 -4.35617
H 2.06433 1.64879 0.91432
H -1.03480 -1.46849 2.54670
C 2.14384 1.80057 3.06049
C -4.64340 3.17173 -5.38729
C -0.52552 -2.27426 -1.92806
N 2.40513 0.97537 4.22967
C -1.08668 -1.01526 1.55557
H 2.85719 2.63304 3.01499
C 0.40546 -4.12791 -3.15805
C -0.46347 -2.24207 -4.34313
H -0.62016 -1.73049 -5.28303
H 1.38983 -0.74368 2.66506
C -3.85051 3.26606 -4.25679
H 0.28381 -4.02900 -1.02455
H 3.65821 0.76663 5.85851
H 4.95334 1.47314 3.18901
H -5.24975 4.00848 -5.69911
C 2.25652 0.98801 1.76295
H 0.39148 -0.67262 6.41133
C -0.71380 -2.08479 0.54453
H 3.27676 0.61416 1.67679
H -2.39910 -0.87285 -4.88879
H 0.87788 -5.09851 -3.16002
H 3.70369 2.38635 5.13940
H -1.12539 -0.66840 -0.87350
O -0.37386 -3.20347 0.86012
H 4.78913 -0.16196 3.83553
H 1.14549 2.24618 3.12056
H -2.11650 -0.70068 1.36952
C 1.29026 -0.55161 5.81135
C -1.53288 -0.31615 -3.14674
H -2.45546 2.27909 -2.96712
C -3.06957 2.20016 -3.84774
H 1.60955 -0.87966 0.92181
H -0.46976 0.91073 2.25573
C 0.07432 -3.53475 -1.95834
H 2.15335 -0.67457 6.45986
H 1.27410 1.60878 5.91381
C 1.28444 0.82003 5.13995
H -3.88718 0.00668 -6.29218
C -0.83713 -1.63025 -3.14609
H 5.76754 1.03850 4.69121
H 1.31731 -1.33277 5.05653
C -3.08013 1.01690 -4.57947
C 3.64258 1.30527 4.90943
C -0.15369 0.19842 1.49178
H 0.44328 -3.92458 -5.29434
O -1.43427 0.48785 -2.22671
H -5.26707 1.90981 -7.00261
*
```



2.
This record from the Open Molecules 2025 dataset describes one molecule with the formula C23H31N3O7S. The level of theory is the ωB97M-V functional and the def2-TZVPD basis.

For the HOMO energy, the calculation gives -8.307 eV. As for the HOMO-LUMO gap: 8.73 eV.

Geometry as ORCA input:
```
! RIJCOSX wB97M-V def2-TZVPD def2/J DEFGRID3
* xyz 0 1
H 2.76623 -2.05034 -1.37597
H 5.11004 4.84426 2.97544
C 3.33398 6.09133 2.98917
H -3.71673 0.72082 -6.27915
H -0.09480 1.51991 -4.20193
H -2.29214 2.15563 -4.85704
C -0.77657 0.69504 -4.41166
C -1.91055 1.22709 -5.28887
H 1.95711 -3.02445 -0.09536
O -0.69410 -2.53055 0.38598
O -0.92247 -0.84526 5.02315
O 2.30999 3.90132 5.15642
O 1.52069 -1.30130 -3.39247
C -0.86986 -3.22041 3.83592
O -0.00523 -2.15279 3.44470
H -2.74375 -2.19095 3.60699
C -0.14125 -0.98896 4.11493
C -3.10024 0.28373 -5.49030
C 0.44342 1.55500 5.67969
H 4.33011 5.02018 4.57939
C -2.25089 -3.07705 3.21496
C -2.74892 -1.15373 -5.88905
C 1.50471 -0.01458 2.44657
H 0.59760 0.74008 6.38424
O 3.50123 3.67728 3.25742
N -1.45001 -1.90830 -1.69471
H -0.63211 1.66366 5.55254
H -2.34709 0.16983 -3.01519
H 3.88632 7.01559 3.13291
C 1.97150 -2.06846 -0.62629
H 0.86111 2.47416 6.07673
H 2.39575 6.15219 3.53536
C 0.78831 0.04097 3.63284
H -1.10987 -3.33498 -3.76020
C -0.88898 -1.39823 -2.93102
H -0.46839 -2.16037 -4.89219
C 1.07156 1.22632 4.37426
H 3.12022 5.96343 1.93072
C -1.22574 -2.30923 -4.12158
C -2.62204 -2.15744 -4.73339
S 2.53574 1.34318 2.21968
C 4.15662 4.91781 3.50271
H 0.74001 -1.72802 1.60454
H -3.72425 0.26297 -4.59441
N 0.71968 -1.89557 -1.32824
O 2.98782 -0.02317 0.15949
H -3.55034 -1.51707 -6.53615
H -0.37242 -4.12443 3.47967
C 2.58152 3.27976 4.15515
H -0.83981 0.62567 -2.24323
C 2.00012 2.01189 3.73675
H -1.48833 1.47361 -6.26509
C 0.60895 -1.50171 -2.63737
H -2.43699 -1.96845 -1.51394
C 2.20053 -0.92249 0.36088
H -2.15339 -2.98806 2.13655
H -3.35030 -1.91745 -3.95643
C -1.26380 0.08507 -3.09314
H -2.85037 -3.95049 3.45464
H -1.83451 -1.15867 -6.48306
H -2.89580 -3.13829 -5.12797
H -0.93932 -3.23521 4.92857
N 1.43600 -0.98917 1.48018
C -0.52582 -2.14969 -0.74927
H -0.19974 -0.04245 -4.96450
*
```



3.
This record from the Open Molecules 2025 dataset describes a 2-piece molecular cluster, C23H32BBrFN3O9S overall. The level of theory is the ωB97M-V functional and the def2-TZVPD basis.

For the HOMO energy, the calculation gives -9.093 eV. As for the HOMO-LUMO gap: 8.26 eV.

Geometry as ORCA input:
```
! RIJCOSX wB97M-V def2-TZVPD def2/J DEFGRID3
* xyz 0 1
C 3.33376 -1.62344 -1.66785
C 4.34454 1.52903 -1.06214
H -4.74051 6.56581 3.21733
C -2.68160 -4.33418 -0.52052
H 2.76398 2.04051 0.23583
H -1.53584 -5.93860 -0.15179
C 4.90629 2.88557 -0.62239
H -3.95098 6.38392 1.69027
C -1.68948 0.74378 -0.17341
C -2.88259 5.59519 3.22749
C -2.82323 -0.08663 -0.34459
H -3.59590 -3.73106 -2.32120
C -2.34912 1.90528 2.02970
H -3.41393 2.11882 1.96458
H -4.83064 -0.63924 0.04768
O -1.94611 5.20676 2.55228
N -3.95970 6.23841 2.68216
C -1.53763 -1.73841 -1.64405
H -6.61438 2.20694 -1.08208
F -2.17079 0.65156 2.58049
B -4.94111 1.38224 -0.62716
Br 3.84830 0.22451 1.47199
H 5.49325 -1.76172 -0.15406
H -1.93274 2.67822 2.66718
H -4.20104 0.43092 1.24797
O 5.88954 -2.45245 2.27538
C 0.75966 1.10231 -0.74906
S 5.44452 -3.60340 1.28168
C 0.88704 -1.28360 -2.10746
C -0.41058 -0.90914 -1.49891
H 3.14526 -2.19273 -2.57329
H -2.41547 -4.98494 -2.50898
C -0.49324 0.30197 -0.78751
C -2.61386 -4.04600 -1.99010
C -1.51701 -3.05060 -2.38710
O 6.59808 -4.43343 1.07362
C 2.06583 0.38132 -0.78638
C -4.20220 0.23905 0.18133
H -1.66014 -2.82809 -3.44339
O 0.77808 2.31013 -0.73471
H 3.89943 1.61591 -2.04942
O -6.30096 1.42715 -0.61114
H -2.33145 2.75673 0.10101
H -1.70753 -4.88007 1.07050
H 4.23100 -1.04603 -1.86550
O -4.29442 2.34945 -1.37593
H -3.53532 2.00420 -1.85597
N -2.93239 5.41664 4.58278
H 5.87845 3.04540 -1.07873
C 2.12273 -0.77370 -1.45235
H 5.12768 0.77909 -1.05363
O 0.96376 -1.97656 -3.09015
H 3.27129 -3.64148 -0.89146
H -0.55866 -3.54736 -2.32156
C -2.72150 -1.28318 -1.06517
H -2.15630 4.94915 5.01193
C 3.19033 1.11638 -0.13201
C -1.72878 2.02416 0.63119
O 4.25980 -4.20816 1.78474
H 5.62414 -3.27196 -1.04152
H 6.85082 -2.37486 2.19617
C 3.58814 -2.66210 -0.54462
H -3.69295 5.72665 5.15615
H -3.61083 -1.88052 -1.16877
C 5.08448 -2.76499 -0.25238
H 4.99724 2.89989 0.45902
H 4.23991 3.67345 -0.95618
H 3.03991 -2.45136 0.36487
H -0.75061 2.45272 0.75529
O -3.63754 -4.01187 0.13584
N -1.55819 -4.94732 0.06813
*
```



Q: Which maximum force values were calculated for the entries above? A: 0.0115; 0.0136; 0.0304, in Eh/bohr.
Q: Which LUMO level values were calculated for the entries above? A: 0.35; 0.42; -0.83, in eV.